Entry 1:
ORCA calculation (wB97M-V/def2-TZVPD) on a molecular structure, C22H28MoN4O2PS2.

Structure (XYZ):
```
60
Properties=species:S:1:pos:R:3:forces:R:3
Mo 0.244 0.196 -0.131 0.064 0.024 -0.068
C 0.284 -2.024 1.949 0.043 -0.039 -0.047
N 0.190 -0.538 1.942 0.032 0.017 0.037
C -1.069 -0.050 2.575 -0.035 -0.002 -0.010
C -2.219 -0.004 1.606 0.028 -0.004 -0.007
C -3.527 -0.202 2.002 -0.009 0.001 0.009
C -4.541 -0.038 1.069 0.005 0.002 0.001
C -4.213 0.311 -0.232 -0.030 -0.003 0.003
C -2.883 0.474 -0.560 0.055 0.002 -0.002
N -1.901 0.324 0.341 -0.025 0.015 0.042
C 1.363 0.119 2.586 -0.023 0.044 0.004
C 1.405 1.590 2.233 -0.002 -0.042 -0.007
C 1.970 2.521 3.081 -0.018 0.028 0.017
C 2.027 3.849 2.680 -0.003 -0.004 -0.008
C 1.504 4.206 1.447 0.008 0.014 0.022
C 0.947 3.223 0.652 -0.020 -0.004 -0.028
N 0.902 1.939 1.031 -0.020 -0.026 0.035
C -0.029 -2.682 0.618 0.115 -0.007 0.073
C -0.078 -4.063 0.542 -0.124 -0.022 -0.003
C -0.300 -4.663 -0.685 -0.003 0.035 -0.060
C -0.463 -3.864 -1.809 0.002 -0.039 0.042
C -0.386 -2.496 -1.665 -0.021 -0.005 0.010
N -0.170 -1.914 -0.473 0.030 0.033 -0.035
H -0.373 -2.436 2.717 0.007 0.003 0.012
H 1.301 -2.305 2.228 0.016 0.026 -0.019
H -0.891 0.970 2.923 0.007 0.003 0.006
H -1.312 -0.652 3.453 0.005 -0.010 -0.003
H -3.750 -0.473 3.025 0.002 0.001 -0.001
H -5.574 -0.184 1.356 -0.001 0.002 -0.006
H -4.974 0.449 -0.987 0.003 0.001 -0.001
H -2.575 0.726 -1.566 -0.007 0.004 -0.002
H 2.266 -0.364 2.206 -0.001 -0.010 0.000
H 1.343 -0.013 3.672 -0.009 -0.010 0.002
H 2.360 2.213 4.042 -0.001 -0.001 -0.001
H 2.468 4.596 3.326 0.001 -0.003 0.002
H 1.521 5.230 1.104 -0.004 -0.002 -0.007
H 0.528 3.447 -0.320 0.000 -0.007 -0.003
H 0.056 -4.658 1.436 -0.004 0.006 0.000
H -0.342 -5.741 -0.766 -0.001 0.002 0.004
H -0.638 -4.295 -2.784 0.000 0.008 -0.003
H -0.484 -1.827 -2.509 0.004 0.003 0.000
C 1.206 -0.124 -5.716 -0.005 0.017 0.020
C 2.364 -0.763 -4.994 -0.001 -0.008 -0.026
O 2.136 -0.841 -3.541 -0.013 0.050 -0.005
P 2.079 0.394 -2.588 0.008 -0.066 0.058
S 2.639 -0.192 -0.746 -0.082 0.019 -0.029
S 0.207 1.161 -2.409 0.003 -0.021 -0.027
O 3.058 1.419 -3.251 -0.012 -0.009 0.022
C 3.327 2.740 -2.691 0.034 0.041 -0.006
C 4.386 3.392 -3.540 -0.028 -0.024 0.000
H 1.394 -0.170 -6.789 -0.003 -0.008 -0.001
H 1.089 0.926 -5.446 0.006 -0.003 0.001
H 0.273 -0.648 -5.511 0.002 -0.004 -0.008
H 3.296 -0.225 -5.149 0.005 -0.002 0.003
H 2.501 -1.802 -5.280 0.008 -0.004 0.008
H 3.656 2.604 -1.660 -0.001 -0.008 0.001
H 2.391 3.302 -2.704 -0.010 -0.013 -0.007
H 5.307 2.811 -3.523 0.005 0.009 -0.004
H 4.598 4.388 -3.152 0.007 -0.002 0.003
H 4.047 3.491 -4.570 0.010 0.005 -0.001
```
Positions in Å, forces in eV/Å.

## Properties
Total charge ... +2
Relative energy (zero: lowest compared OMol25 entry of this formula, charge and spin) ... 0.0 kJ/mol
E_HOMO (spin up / spin down) ... -13.97 / -14.69 eV
HOMO-LUMO gap (spin up / spin down) ... 8.48 / 8.41 eV
Spin multiplicity ... 4

Entry 2:
ORCA calculation (wB97M-V/def2-TZVPD) on 2 unconnected molecules or ions with the total composition C2H2Cl2N2O3 at a distorted geometry.

Structure (XYZ):
```
11
Properties=species:S:1:pos:R:3:forces:R:3
O -0.435 -0.408 -1.113 -0.369 0.097 -0.501
N 0.297 -0.994 -0.307 0.238 -0.046 0.079
O 1.468 -1.534 -0.797 0.449 -0.370 0.261
C 0.107 -1.111 0.973 -0.148 -0.383 -0.170
Cl -1.357 -0.532 1.630 0.380 -0.209 -0.065
Cl 1.209 -1.951 1.947 -0.018 0.079 0.107
H 1.541 -1.247 -1.725 -0.560 0.235 0.307
N -1.326 2.298 -0.221 -0.864 0.629 -0.204
C -0.247 1.843 0.009 -0.034 0.717 0.240
O 0.821 1.636 0.409 0.903 -0.431 0.107
H -2.077 2.002 -0.806 0.024 -0.318 -0.161
```
Positions in Å, forces in eV/Å.

## Properties
Total charge ... 0
Relative energy (zero: lowest compared OMol25 entry of this formula, charge and spin) ... 6.3 kJ/mol
E_HOMO ... -9.24 eV
HOMO-LUMO gap ... 9.78 eV

Entry 3:
ORCA calculation (wB97M-V/def2-TZVPD) on a molecular structure, C52H38ClNO4PdS2 at a distorted geometry.

Structure (XYZ):
```
99
Properties=species:S:1:pos:R:3:forces:R:3
Pd -1.568 0.639 0.253 -0.026 -0.893 0.086
C 6.577 3.238 0.892 -0.069 -0.065 -0.048
C 5.202 2.655 0.711 -0.008 0.019 0.004
C 4.292 3.174 -0.203 0.289 0.014 0.109
C 3.023 2.630 -0.333 -0.220 -0.223 0.047
C 2.656 1.541 0.442 0.549 0.077 0.277
C 3.558 1.020 1.358 0.044 -0.006 -0.019
C 4.817 1.564 1.486 0.087 0.132 -0.075
S 0.934 0.883 0.523 -0.539 0.659 -1.002
O 0.953 0.326 1.889 0.407 -0.212 1.120
C 1.439 -0.442 -0.600 0.192 -0.636 0.617
C 1.766 -0.021 -1.890 0.388 -0.258 -0.942
C 2.149 -0.918 -2.850 -0.168 0.462 0.378
C 2.245 -2.289 -2.538 -0.012 -0.089 0.308
C 2.609 -3.240 -3.508 0.074 -0.411 -0.031
C 2.722 -4.571 -3.185 0.114 0.406 -0.535
C 2.478 -4.992 -1.878 -0.141 0.011 0.609
C 2.108 -4.087 -0.912 0.132 -0.401 -0.148
C 1.984 -2.716 -1.207 -0.176 0.096 -0.293
C 1.567 -1.771 -0.222 -0.004 1.043 -0.556
C 1.344 -2.229 1.160 -0.846 -0.309 0.687
C 2.448 -2.646 1.953 -0.218 0.038 0.278
C 3.779 -2.532 1.501 0.520 -0.162 0.180
C 4.831 -2.935 2.292 -0.176 0.304 -0.813
C 4.598 -3.466 3.560 -0.466 -0.195 0.733
C 3.313 -3.564 4.041 0.550 -0.051 -0.049
C 2.213 -3.149 3.263 0.071 0.057 -0.301
C 0.894 -3.216 3.748 -0.593 0.188 -0.207
C -0.158 -2.775 2.979 0.379 -0.508 0.780
C 0.067 -2.293 1.697 0.868 0.197 -0.840
S -1.295 -1.778 0.609 0.026 0.533 1.032
O -1.938 -3.053 0.221 -0.524 -0.793 -0.525
C -2.366 -1.109 1.914 0.103 -0.102 0.107
C -3.655 -1.572 2.074 0.159 -0.193 -0.133
C -4.510 -0.957 2.986 -0.074 -0.070 -0.053
C -4.080 0.135 3.727 0.165 0.166 0.010
C -4.969 0.754 4.770 0.070 -0.087 -0.036
C -2.788 0.611 3.545 -0.243 -0.102 0.091
C -1.923 0.015 2.628 0.499 0.061 0.230
H 6.669 4.200 0.392 0.046 0.067 -0.037
H 7.332 2.562 0.483 0.097 0.041 -0.014
H 6.797 3.375 1.952 0.055 0.043 -0.001
H 4.582 4.025 -0.808 -0.026 0.077 -0.045
H 2.310 3.055 -1.023 -0.165 0.098 -0.120
H 3.239 0.195 1.976 -0.014 -0.095 0.126
H 5.517 1.149 2.201 0.066 -0.059 0.103
H 1.697 1.031 -2.113 -0.063 0.051 -0.122
H 2.379 -0.586 -3.853 -0.011 0.050 -0.096
H 2.792 -2.897 -4.518 0.010 -0.009 -0.067
H 3.000 -5.293 -3.942 0.014 -0.024 -0.056
H 2.577 -6.040 -1.624 -0.040 -0.035 0.030
H 1.907 -4.423 0.094 -0.051 -0.075 0.047
H 3.963 -2.113 0.522 0.028 0.018 -0.035
H 5.844 -2.842 1.923 0.026 0.031 -0.016
H 5.435 -3.779 4.173 -0.010 -0.035 0.027
H 3.127 -3.960 5.033 0.001 -0.001 0.041
H 0.724 -3.608 4.743 -0.032 -0.006 0.075
H -1.170 -2.802 3.357 -0.096 -0.003 0.044
H -3.983 -2.417 1.485 -0.036 -0.070 -0.107
H -5.518 -1.329 3.117 -0.084 -0.063 -0.003
H -6.005 0.791 4.440 -0.134 0.016 -0.030
H -4.643 1.764 5.005 -0.004 0.109 0.024
H -4.930 0.164 5.689 -0.061 0.012 0.102
H -2.452 1.470 4.113 0.042 0.031 -0.003
H -0.869 0.283 2.639 -0.261 -0.076 -0.029
C -5.388 -0.108 -1.985 -0.303 0.069 -0.152
C -5.894 1.184 -2.072 0.207 -0.146 0.127
C -5.356 2.157 -1.248 -0.271 -0.003 -0.049
C -4.353 1.816 -0.343 -0.030 -0.564 -0.057
N -3.922 0.545 -0.215 -0.779 0.296 -0.459
C -4.415 -0.375 -1.037 -0.050 0.094 0.133
C -3.620 2.813 0.434 0.564 0.639 0.455
C -4.191 4.024 0.827 -0.173 -0.189 -0.244
C -3.404 5.016 1.380 -0.241 0.365 0.121
C -2.052 4.785 1.589 0.335 -0.005 0.103
C -1.504 3.547 1.285 -0.325 0.575 0.093
C -2.258 2.549 0.684 0.192 -0.210 0.105
H -5.762 -0.888 -2.633 0.047 -0.109 -0.018
H -6.674 1.430 -2.783 0.021 0.006 -0.029
H -5.695 3.181 -1.315 0.054 0.072 -0.015
H -4.002 -1.370 -0.918 -0.004 -0.110 -0.052
H -5.255 4.193 0.692 -0.088 0.090 -0.026
H -3.841 5.975 1.643 -0.014 -0.028 0.039
H -1.428 5.574 1.994 0.031 0.099 0.083
H -0.455 3.361 1.496 0.153 0.063 0.022
Cl -0.048 0.717 -8.539 0.072 -0.013 -0.361
C -0.309 0.782 -6.817 -0.044 0.031 0.134
C 0.335 1.757 -6.075 0.041 -0.059 -0.175
C 0.114 1.806 -4.710 -0.147 -0.038 0.095
C -0.737 0.897 -4.094 0.070 -0.068 0.082
C -1.359 -0.078 -4.865 -0.029 0.102 0.077
C -1.160 -0.138 -6.231 0.064 0.010 -0.143
C -0.941 0.901 -2.578 0.061 0.301 -0.050
O -1.569 -0.075 -2.124 -0.165 -0.351 -0.152
O -0.441 1.843 -1.935 0.287 0.285 -0.762
H 0.999 2.456 -6.562 0.014 0.032 -0.036
H 0.596 2.558 -4.103 0.008 0.057 0.148
H -2.005 -0.784 -4.365 -0.030 -0.061 0.116
H -1.647 -0.891 -6.833 -0.010 -0.024 -0.068
```
Positions in Å, forces in eV/Å.

## Properties
Total charge ... -2
Relative energy (zero: lowest compared OMol25 entry of this formula, charge and spin) ... 136.6 kJ/mol
E_HOMO ... 0.68 eV
HOMO-LUMO gap ... 3.28 eV

Entry 4:
ORCA calculation (wB97M-V/def2-TZVPD) on 2 unconnected molecules or ions with the total composition C2H7N2S at a distorted geometry.

Structure (XYZ):
```
12
Properties=species:S:1:pos:R:3:forces:R:3
C -1.055 1.055 0.149 0.045 -0.299 -0.824
N 1.046 -0.792 0.503 0.226 -0.471 1.303
C 0.346 -0.196 1.522 -1.965 0.821 -0.230
N -0.628 0.681 1.456 1.937 -1.467 1.244
H -1.786 1.872 0.192 0.173 -0.107 -0.004
H -1.531 0.168 -0.318 0.112 0.601 -0.134
H -0.197 1.336 -0.494 -0.555 0.069 0.115
H 1.619 -1.596 0.785 -0.489 0.731 -0.349
H 0.757 -0.761 -0.500 0.186 0.052 0.206
H 0.546 -0.568 2.534 0.391 0.171 -0.262
S 0.257 -0.277 -2.365 -0.286 0.214 -0.775
H 0.627 -0.922 -3.463 0.226 -0.313 -0.289
```
Positions in Å, forces in eV/Å.

## Properties
Total charge ... -1
Relative energy (zero: lowest compared OMol25 entry of this formula, charge and spin) ... 31.3 kJ/mol
E_HOMO ... -3.05 eV
HOMO-LUMO gap ... 7.17 eV